# 1
DFT (ωB97M-V/def2-TZVPD) results for a cluster of 13 separate species, C25H59N9O26 in total in a non-equilibrium geometry.

LUMO level in hartree: -0.023
Net charge: 0
HOMO level in eV: -10.17

```
119
Properties=species:S:1:pos:R:3:mulliken_charge:R:1
C -23.369 -3.256 0.630 0.961
N -23.126 -4.715 0.740 0.329
O -23.437 -5.283 1.763 0.260
O -22.682 -5.264 -0.252 0.109
H -23.046 -2.893 -0.339 -0.561
H -22.736 -2.737 1.346 0.315
H -24.452 -3.206 0.717 -1.259
C -24.350 -1.948 -2.638 -0.210
N -24.598 -1.890 -4.095 1.057
O -25.645 -2.341 -4.500 -0.578
O -23.758 -1.351 -4.789 -0.608
H -23.925 -1.002 -2.302 0.300
H -23.543 -2.643 -2.414 0.064
H -25.290 -2.162 -2.144 -0.032
C -25.408 1.192 3.021 -0.729
N -24.977 0.762 1.667 0.847
O -24.930 1.579 0.788 -0.555
O -24.625 -0.387 1.536 -0.400
H -24.582 1.672 3.539 0.302
H -25.705 0.304 3.568 0.208
H -26.230 1.885 2.870 0.326
C -26.020 -7.224 0.399 -0.234
N -26.275 -6.403 -0.804 0.735
O -27.103 -6.837 -1.571 -0.599
O -25.690 -5.352 -0.942 -0.196
H -25.240 -7.968 0.259 0.129
H -26.900 -7.803 0.665 0.419
H -25.765 -6.523 1.190 -0.304
C -18.716 -3.363 4.005 -0.880
N -20.088 -2.867 3.608 0.931
O -20.694 -3.606 2.848 -0.276
O -20.476 -1.784 4.004 -0.622
H -18.425 -4.184 3.363 0.293
H -18.781 -3.666 5.045 0.270
H -18.025 -2.534 3.875 0.334
C -20.147 -7.193 1.040 -0.194
N -19.402 -6.862 -0.213 0.943
O -18.243 -6.524 -0.129 -0.596
O -20.077 -6.866 -1.225 -0.486
H -19.882 -6.523 1.853 0.084
H -19.919 -8.217 1.331 0.386
H -21.203 -7.094 0.804 -0.228
C -21.114 0.068 1.361 -0.819
N -20.954 -0.870 0.221 0.918
O -20.405 -1.914 0.481 -0.361
O -21.502 -0.562 -0.806 -0.533
H -22.082 -0.055 1.835 0.166
H -21.085 1.076 0.947 0.355
H -20.262 -0.009 2.027 0.271
C -19.889 -3.480 -2.112 -0.549
N -19.129 -2.272 -2.523 1.037
O -18.423 -1.709 -1.719 -0.569
O -19.342 -1.874 -3.645 -0.594
H -19.353 -3.893 -1.264 0.243
H -19.945 -4.187 -2.938 0.359
H -20.932 -3.252 -1.915 0.073
C -23.105 -6.326 -3.081 -0.674
N -22.938 -7.635 -2.389 0.792
O -22.622 -8.582 -3.091 -0.608
O -23.386 -7.816 -1.266 -0.139
H -24.125 -5.978 -2.952 0.172
H -22.912 -6.433 -4.142 0.345
H -22.328 -5.730 -2.603 0.091
O -29.351 0.515 -1.224 -0.584
C -28.169 0.304 -1.266 0.535
O -27.640 -0.923 -1.095 -0.026
C -28.447 -1.943 -0.545 -0.772
C -27.642 -3.243 -0.618 -0.758
C -27.129 1.264 -1.736 -0.509
H -29.374 -2.032 -1.115 0.417
H -28.784 -1.834 0.490 0.353
H -27.372 -3.453 -1.649 0.436
H -28.225 -4.081 -0.232 0.485
H -26.796 -3.155 0.065 -0.061
H -26.387 1.239 -0.935 -0.031
H -27.571 2.251 -1.806 0.298
H -26.764 0.874 -2.684 0.226
O -25.714 -6.580 4.167 -0.381
C -26.566 -5.824 4.552 0.813
O -26.750 -4.574 4.094 -0.404
C -25.947 -4.155 2.998 1.497
C -26.219 -2.712 2.647 -0.864
C -27.552 -6.120 5.629 -1.461
H -26.121 -4.737 2.084 -0.606
H -24.895 -4.364 3.208 -0.253
H -27.208 -2.474 2.253 0.185
H -25.462 -2.409 1.922 0.152
H -26.169 -2.079 3.539 0.391
H -27.229 -7.001 6.184 0.352
H -28.511 -6.453 5.218 0.341
H -27.794 -5.279 6.273 0.382
O -20.822 -4.727 5.873 -0.571
C -21.822 -5.301 6.221 0.199
O -22.165 -5.517 7.509 -0.353
C -21.153 -5.279 8.494 -0.207
C -20.337 -6.519 8.846 -1.115
C -22.799 -5.885 5.242 0.525
H -21.797 -5.096 9.359 0.278
H -20.545 -4.399 8.300 0.297
H -19.504 -6.678 8.163 0.304
H -20.936 -7.410 9.025 0.302
H -19.895 -6.332 9.830 0.388
H -23.796 -5.638 5.605 0.132
H -22.601 -6.944 5.078 0.124
H -22.648 -5.430 4.264 -0.419
O -24.458 -10.712 1.154 -0.568
C -23.428 -10.199 0.834 0.905
O -22.881 -9.139 1.440 -0.112
C -23.547 -8.509 2.525 1.016
C -23.458 -9.348 3.786 -1.655
C -22.583 -10.652 -0.342 -1.112
H -24.573 -8.282 2.234 -0.150
H -22.990 -7.585 2.676 -0.366
H -23.775 -10.375 3.591 0.450
H -23.978 -9.070 4.699 0.290
H -22.387 -9.438 4.003 0.423
H -21.838 -9.898 -0.582 0.150
H -23.278 -10.894 -1.136 0.294
H -21.968 -11.495 -0.019 0.368
```

---

# 2
DFT (ωB97M-V/def2-TZVPD) results for a structure of composition C25H60F3Na3O15S in a non-equilibrium geometry.

LUMO level in hartree: -0.246
Net charge: +2
HOMO level in eV: -11.32

```
107
Properties=species:S:1:pos:R:3:mulliken_charge:R:1
Na -2.491 -4.423 -5.432 0.920
Na 4.042 -2.043 -5.456 0.944
Na 3.108 -7.327 -2.048 0.978
C 0.886 -2.042 -0.629 0.583
F 2.012 -2.203 0.086 -0.216
F -0.176 -1.784 0.204 -0.206
F 1.114 -0.912 -1.192 -0.214
S 0.646 -3.400 -1.862 1.137
O -0.634 -3.141 -2.521 -0.624
O 1.822 -3.371 -2.706 -0.702
O 0.621 -4.651 -1.062 -0.716
C -0.984 -2.451 8.766 -0.619
O -1.863 -1.348 8.973 -0.379
C -1.848 -0.270 7.991 -0.508
C -2.794 -0.714 6.955 -0.460
O -2.184 -1.733 6.156 -0.271
C -1.149 -1.345 5.307 -0.741
H 0.005 -2.046 8.551 0.260
H -1.296 -3.079 7.932 0.223
H -0.683 -3.016 9.647 0.309
H -0.887 0.112 7.646 0.338
H -2.251 0.616 8.483 0.354
H -2.995 0.126 6.290 0.354
H -3.708 -1.069 7.430 0.290
H -0.841 -2.224 4.740 0.222
H -0.294 -0.924 5.836 0.306
H -1.440 -0.638 4.530 0.321
C 2.095 8.306 2.758 -0.691
O 0.821 7.687 2.521 -0.342
C 0.618 6.899 1.368 -0.294
C -0.594 6.027 1.246 -0.486
O -0.376 4.572 1.198 -0.322
C -1.442 3.912 0.622 -0.745
H 2.321 9.104 2.051 0.332
H 2.948 7.653 2.574 0.205
H 2.309 8.801 3.706 0.297
H 1.517 6.291 1.265 0.137
H 0.787 7.561 0.520 0.357
H -1.346 6.396 0.548 0.390
H -1.080 6.119 2.217 0.315
H -1.531 2.871 0.933 0.235
H -1.352 3.826 -0.461 0.266
H -2.369 4.330 1.016 0.354
C 9.445 4.788 0.045 -0.759
O 8.138 4.242 0.196 -0.269
C 7.297 4.945 1.078 -0.540
C 6.312 3.999 1.783 -0.549
O 5.064 3.709 0.980 -0.297
C 4.037 2.925 1.524 -0.740
H 10.134 4.079 -0.413 0.245
H 9.852 4.907 1.049 0.341
H 9.437 5.701 -0.550 0.288
H 6.750 5.754 0.592 0.306
H 7.804 5.489 1.875 0.419
H 5.899 4.579 2.608 0.339
H 6.670 3.065 2.217 0.373
H 3.399 3.448 2.235 0.320
H 4.399 1.972 1.909 0.307
H 3.301 2.598 0.789 0.206
C -4.950 -4.433 -8.339 -0.857
O -5.301 -4.503 -6.901 -0.278
C -6.380 -3.603 -6.598 -0.467
C -5.991 -2.201 -6.537 -0.554
O -4.815 -2.036 -5.754 -0.226
C -5.086 -1.635 -4.336 -0.915
H -4.413 -3.550 -8.686 0.338
H -5.862 -4.617 -8.907 0.319
H -4.304 -5.230 -8.707 0.314
H -6.718 -3.994 -5.638 0.282
H -7.193 -3.806 -7.294 0.387
H -6.817 -1.512 -6.366 0.402
H -5.636 -1.904 -7.524 0.290
H -5.665 -2.339 -3.740 0.363
H -5.655 -0.717 -4.187 0.339
H -4.270 -1.352 -3.672 0.324
C 1.551 1.424 -5.186 -0.814
O 2.880 1.147 -4.849 -0.246
C 3.476 2.046 -3.904 -0.278
C 4.982 1.836 -3.996 -0.702
O 5.368 0.485 -3.689 -0.252
C 5.675 0.279 -2.346 -0.764
H 1.065 0.509 -5.526 0.203
H 1.529 2.135 -6.012 0.335
H 0.964 1.968 -4.446 0.333
H 3.056 1.746 -2.944 0.255
H 3.274 3.093 -4.134 0.384
H 5.577 2.582 -3.470 0.438
H 5.230 1.933 -5.053 0.263
H 4.801 0.443 -1.717 0.289
H 6.344 1.060 -1.985 0.332
H 5.999 -0.732 -2.099 0.273
C -4.921 -5.866 -0.015 -0.662
O -5.059 -4.489 0.336 -0.378
C -4.547 -4.102 1.568 -0.378
C -5.002 -4.892 2.788 -0.651
O -4.566 -6.158 3.043 -0.379
C -3.224 -6.276 3.251 -0.481
H -5.242 -5.936 -1.055 0.260
H -5.539 -6.514 0.606 0.282
H -3.872 -6.135 -0.133 0.255
H -4.774 -3.057 1.774 0.369
H -3.458 -4.068 1.606 0.341
H -6.087 -4.997 2.774 0.321
H -4.804 -4.293 3.677 0.472
H -2.947 -7.292 3.534 0.235
H -2.776 -5.575 3.955 0.220
H -2.899 -6.126 2.221 0.179
```